Record 1
The following is a DFT calculation (ωB97M-V/def2-TZVPD) of 2 unconnected molecules or ions with the total composition C7H14BrN2Si in a non-equilibrium geometry.

Geometry as XYZ:
```
25
Properties=species:S:1:pos:R:3
C -0.1014 1.7095 -0.0751
C 1.2855 1.6317 0.3387
C -0.7858 0.5018 -0.3642
C 2.1468 2.7981 0.1112
C -1.9222 0.7836 -1.2981
C -1.5839 -2.6885 0.5874
C -0.8444 -1.8931 -0.5151
N 1.6734 0.5988 0.9588
N -0.3411 -0.6624 0.0754
Si 0.9896 -0.8486 1.3967
Br 4.4435 -0.7244 -0.2952
H -0.4875 2.6274 -0.3914
H 2.1367 3.4416 0.9427
H 1.7021 3.4814 -0.6678
H 3.1661 2.5528 -0.1676
H -2.1240 1.7453 -1.3890
H -2.8839 0.4497 -0.9922
H -1.6531 0.3085 -2.3226
H -2.3524 -1.9809 1.0920
H -2.1380 -3.6994 0.2903
H -0.8228 -3.0187 1.2544
H -1.4718 -1.6641 -1.4678
H 0.0073 -2.4169 -0.8997
H 1.5591 -2.2017 1.0591
H 0.4022 -0.8314 2.7392
```

Net charge = +1
LUMO (spin up / spin down) = -7.95 / -8.30 eV
Electronic energy = -3247.74840 Eh
Frontier orbital gap (spin up / spin down) = 4.735 / 3.704 eV


Record 2
The following is a DFT calculation (ωB97M-V/def2-TZVPD) of a single C17H19NO4S molecule in a non-equilibrium geometry.

Geometry as XYZ:
```
42
Properties=species:S:1:pos:R:3
O 0.7143 0.0712 3.9256
O -1.0725 2.6227 -0.4276
O 1.5949 -2.0572 -0.6654
O 3.3262 -1.0909 0.4521
S -0.2020 -1.8552 1.9285
C 0.2441 0.6298 2.9446
C -0.7833 1.9871 0.5944
C 2.1828 -1.7565 0.3908
C -0.2385 -0.1125 1.8159
C -0.7253 0.4661 0.6582
C 0.2692 4.2252 4.1677
C -0.1488 4.9153 3.0478
C 0.3662 2.8227 4.1368
C -0.5326 4.2201 1.8623
C 0.0429 2.1164 2.9773
C -0.4013 2.7985 1.8199
N -1.1012 -0.4215 -0.3617
C 1.6097 -2.2054 1.7038
C 5.2146 0.1504 -0.4033
C -2.9750 -1.1785 -1.7664
C -0.8482 -0.1742 -2.7306
C 3.9322 -0.6785 -0.7808
C -1.8345 -0.1451 -1.5743
H 0.5058 4.7855 5.0768
H -0.1633 6.0038 3.1730
H 0.7034 2.3195 5.0257
H -0.8191 4.7670 0.9609
H -0.7384 -1.3743 -0.2843
H 1.8018 -3.3060 1.7371
H 2.1417 -1.7356 2.5349
H 4.9202 1.0346 0.1770
H 5.9354 -0.4824 0.1760
H 5.7085 0.5248 -1.3141
H -3.6063 -0.8781 -2.6347
H -3.5969 -1.2011 -0.8923
H -2.5411 -2.1731 -1.8831
H -0.0234 0.5055 -2.5638
H -0.3866 -1.1722 -2.8247
H -1.3753 0.0517 -3.6555
H 3.2713 -0.0369 -1.4028
H 4.2150 -1.5541 -1.3833
H -2.3611 0.7969 -1.5128
```

LUMO = -1.16 eV
SMILES = CCOC(=O)CSC1=C(NC(C)C)C(=O)c2ccccc2C1=O
Electronic energy = -1413.10051 Eh
Frontier orbital gap = 7.138 eV


Record 3
The following is a DFT calculation (ωB97M-V/def2-TZVPD) of a molecular structure, C34H40CoN4 in a non-equilibrium geometry.

Geometry as XYZ:
```
79
Properties=species:S:1:pos:R:3
Co -0.7206 -0.9987 -0.1619
N -2.1522 -0.9958 2.8160
N -2.2852 0.6569 -0.2598
C 0.5789 -1.7692 -1.3956
C -0.7083 -2.4106 -1.4723
C -1.0552 -2.8649 -0.1516
C -2.2184 -3.7126 0.2324
H -2.9829 -3.6788 -0.5485
H -2.6552 -3.3588 1.1725
H -1.9168 -4.7597 0.3688
C 0.0294 -2.5273 0.7337
C 0.1457 -3.0253 2.1293
H 0.0231 -4.1184 2.1656
H -0.6369 -2.5706 2.7474
H 1.1164 -2.7653 2.5557
C 1.0293 -1.8257 -0.0368
C 2.4075 -1.4467 0.3853
H 2.5313 -1.5469 1.4679
H 2.6109 -0.3999 0.1144
H 3.1547 -2.0782 -0.1216
C -1.5074 -2.6566 -2.7083
H -1.8358 -3.7033 -2.7640
H -0.9133 -2.4323 -3.6006
H -2.4038 -2.0183 -2.7214
C 1.4306 -1.2741 -2.5141
H 1.8583 -0.2959 -2.2539
H 0.8447 -1.1584 -3.4321
H 2.2605 -1.9706 -2.7133
C -2.3996 -0.8261 4.1239
H -1.8677 -1.4830 4.8156
C -3.2924 0.1391 4.5973
H -3.4256 0.2474 5.6726
C -3.9909 0.9243 3.6732
H -4.7157 1.6712 3.9899
C -3.7454 0.7325 2.3180
H -4.2404 1.3052 1.5354
C -2.8138 -0.2474 1.9344
C -2.5468 -0.5121 0.5079
H -3.3280 -1.1514 0.0652
C -1.0143 0.7064 -0.7827
C -3.1201 1.5410 -0.9250
H -4.1472 1.6936 -0.6460
C -2.3723 2.1155 -1.8950
H -2.6444 2.8464 -2.6351
N -1.0911 1.5727 -1.8168
C -0.0362 1.8249 -2.7426
C -0.2365 1.5343 -4.0982
C 0.7962 1.8245 -4.9930
H 0.6449 1.6232 -6.0548
C 2.0034 2.3682 -4.5477
C 3.0860 2.6923 -5.5291
H 4.0190 2.1797 -5.2701
H 3.2920 3.7689 -5.5409
H 2.7850 2.3873 -6.5344
C 2.1886 2.6082 -3.1812
H 3.1298 3.0456 -2.8361
C 1.1828 2.3131 -2.2522
C 1.3609 2.6103 -0.7927
H 0.6722 3.3991 -0.4520
H 2.3838 2.9729 -0.6238
H 1.2034 1.7398 -0.1379
C -1.4964 0.8949 -4.5967
H -2.3500 1.5860 -4.5647
H -1.7605 -0.0220 -4.0443
H -1.3394 0.6083 -5.6450
C 3.1969 0.1288 6.0451
C 2.5623 0.5249 4.7460
C 1.3938 -0.1020 4.3075
C 0.9221 0.1653 3.0161
N 1.4670 1.0895 2.2119
C 2.5201 1.7731 2.6803
C 3.1363 1.4821 3.9052
H 2.5293 -0.5454 6.5922
H 4.1502 -0.3924 5.8770
H 3.4159 0.9961 6.6817
H 0.8796 -0.8323 4.9363
H 0.0727 -0.4159 2.6304
H 2.9115 2.5787 2.0518
H 4.0397 2.0208 4.1902
```

Net charge = -1
LUMO (spin up / spin down) = 2.44 / 2.43 eV
Spin multiplicity = 5
Electronic energy = -2921.20096 Eh
Frontier orbital gap (spin up / spin down) = 2.026 / 6.548 eV


Record 4
The following is a DFT calculation (ωB97M-V/def2-TZVPD) of 6 unconnected molecules or ions with the total composition C29H58FN9O in a non-equilibrium geometry.

Geometry as XYZ:
```
98
Properties=species:S:1:pos:R:3
F -27.4422 18.3033 -4.9650
C -22.2448 22.3834 -8.5176
C -22.1031 21.5399 -7.2627
N -23.2954 21.6616 -6.3947
C -24.3845 20.8179 -6.3854
C -25.3132 21.3563 -5.5661
N -24.7696 22.5234 -5.0720
C -23.5723 22.6968 -5.6162
C -25.4813 23.4710 -4.1987
H -21.4205 22.2398 -9.2095
H -22.2297 23.4377 -8.2282
H -23.2037 22.2149 -9.0088
H -21.2741 21.9035 -6.6545
H -21.9243 20.4833 -7.4470
H -24.3732 19.8903 -6.9301
H -26.2962 21.0102 -5.2898
H -22.9401 23.5662 -5.5272
H -26.4008 23.7844 -4.6786
H -24.8505 24.3481 -4.0600
H -25.5945 23.0220 -3.2166
C -22.2765 20.0567 0.1908
C -22.4918 18.5679 0.0015
N -23.3965 18.2890 -1.1319
C -24.7744 18.2635 -1.0868
C -25.2168 18.0086 -2.3349
N -24.0900 17.8702 -3.1207
C -23.0114 18.0494 -2.3647
C -24.0868 17.5390 -4.5394
H -21.8763 20.4618 -0.7430
H -21.5152 20.2194 0.9492
H -23.1983 20.5844 0.4252
H -22.8401 18.0542 0.8934
H -21.5400 18.1116 -0.2721
H -25.2793 18.5022 -0.1664
H -26.1776 17.9651 -2.8286
H -22.0019 18.1309 -2.7337
H -25.1212 17.4237 -4.8650
H -23.6113 16.5722 -4.7141
H -23.5603 18.2893 -5.1209
C -31.6303 17.7368 -9.8717
C -30.1940 17.5716 -10.3497
N -29.2641 18.4004 -9.5708
C -29.0368 18.2436 -8.2161
C -28.2078 19.2182 -7.8052
N -27.8735 19.9274 -8.9668
C -28.5357 19.4224 -9.9893
C -27.0851 21.1512 -8.9359
H -31.6738 17.7286 -8.7829
H -32.2435 16.9108 -10.2250
H -32.0496 18.6572 -10.2750
H -30.0853 17.8289 -11.4000
H -29.8876 16.5329 -10.2214
H -29.4390 17.4105 -7.6678
H -27.7279 19.4707 -6.8733
H -28.4767 19.7033 -11.0299
H -27.3968 21.8000 -8.1256
H -27.0579 21.6771 -9.8888
H -26.0214 20.9294 -8.8090
C -29.2076 14.8552 -2.6917
C -27.8851 15.5274 -2.9515
N -27.1126 14.8856 -4.0175
C -26.2662 13.7995 -3.9054
C -25.9981 13.3819 -5.1629
N -26.6302 14.2505 -6.0200
C -27.3051 15.1393 -5.2980
C -26.7276 14.1265 -7.4749
H -29.0436 13.9082 -2.1662
H -29.8183 14.6128 -3.5614
H -29.8193 15.4295 -1.9958
H -27.2926 15.6030 -2.0391
H -28.0177 16.5819 -3.2149
H -26.0449 13.3991 -2.9312
H -25.4461 12.5266 -5.5131
H -28.0041 15.8685 -5.6695
H -26.4460 13.1230 -7.7781
H -26.0061 14.7982 -7.9426
H -27.7303 14.3844 -7.7959
C -33.3581 20.2774 -4.8258
N -32.6731 19.4016 -3.8242
C -32.5705 20.1370 -2.5335
C -33.4727 18.1390 -3.7055
C -31.2916 19.0644 -4.3254
C -30.4655 18.1274 -3.4204
O -29.1972 18.6432 -3.1331
H -32.8182 21.2201 -4.8823
H -34.3571 20.4689 -4.4409
H -33.4033 19.7911 -5.7949
H -32.2236 19.4540 -1.7618
H -33.5587 20.4838 -2.2425
H -31.8465 20.9372 -2.6405
H -34.4271 18.4020 -3.2555
H -32.9581 17.4828 -3.0088
H -33.5590 17.6719 -4.6787
H -30.7227 19.9879 -4.4327
H -31.3973 18.6312 -5.3205
H -30.3564 17.1661 -3.9472
H -30.9448 17.8757 -2.4760
H -28.5519 18.6265 -3.8874
```

Net charge = +4
LUMO = -8.17 eV
Electronic energy = -1806.44412 Eh
Frontier orbital gap = 10.583 eV


Record 5
The following is a DFT calculation (ωB97M-V/def2-TZVPD) of 2 unconnected molecules or ions with the total composition C5H13NO in a non-equilibrium geometry.

Geometry as XYZ:
```
20
Properties=species:S:1:pos:R:3
C 0.4201 1.1443 1.9356
C 1.3268 0.4017 0.8847
C 0.3933 -0.4234 0.0337
C 0.7492 -1.5774 -0.5160
C -0.1786 -2.5114 -1.2195
N -0.3938 2.2426 1.4350
H 0.9944 1.3805 2.8354
H -0.3042 0.4458 2.3074
H 1.9329 -0.1743 1.5742
H 1.8692 1.1546 0.3203
H -0.5705 0.0045 -0.2119
H 1.7629 -1.9334 -0.6618
H -1.2503 -2.2759 -1.2349
H -0.2108 -3.5176 -0.8209
H 0.1094 -2.5417 -2.2587
H 0.1440 3.0523 1.1988
H -1.2016 1.9409 0.9341
H -2.2048 1.7593 -2.0335
H -1.3059 0.5240 -2.0424
O -2.0817 0.9045 -2.4595
```

LUMO = 0.86 eV
SMILES = C/C=C/CCN.O
Electronic energy = -328.24753 Eh
Frontier orbital gap = 9.834 eV


Record 6
The following is a DFT calculation (ωB97M-V/def2-TZVPD) of a molecular structure, C8H9O2S2 in a non-equilibrium geometry.

Geometry as XYZ:
```
21
Properties=species:S:1:pos:R:3
C 0.3666 0.3509 2.5227
C -0.9042 0.2978 2.9944
C 0.4719 0.6277 1.1469
C -0.7544 0.8293 0.5192
C 1.5626 -0.4969 -0.8255
C 1.5636 0.7415 0.1513
C 0.5271 -0.3216 -1.7731
C -1.7616 -1.5742 -1.4285
O -1.2047 1.8189 -1.9452
O 1.1489 1.8675 -0.7691
S -2.0769 0.6259 1.7277
S -0.3034 1.1186 -1.1505
H 1.1617 -0.0980 3.0476
H -1.1246 0.0745 3.9801
H 2.6085 -0.5572 -1.2785
H 1.3106 -1.3479 -0.2811
H 2.4963 0.9954 0.4731
H 0.5884 -0.0394 -2.8715
H -1.7029 -2.4659 -2.0792
H -2.4121 -0.8051 -1.7285
H -1.5615 -1.6419 -0.4323
```

Net charge = +1
LUMO (spin up / spin down) = -5.13 / -5.42 eV
Electronic energy = -1256.59193 Eh
Frontier orbital gap (spin up / spin down) = 8.373 / 8.024 eV